# 1
Entry from the Open Molecules 2025 dataset: one molecule with the formula C4H9NO2S (ωB97M-V/def2-TZVPD).

Output
Total energy: -761.18042 Ha
Relative energy (zero: lowest compared OMol25 entry of this formula, charge and spin): 2.259 eV

Element x y z (Å)
O -0.090 1.991 0.691
C 0.120 0.838 0.533
C -0.457 -0.156 -0.458
C -1.434 0.731 -1.327
S -3.101 0.627 -1.015
N 1.146 0.220 1.282
C 1.420 -1.191 1.364
O 1.572 -1.645 0.072
H -1.052 -0.883 0.014
H 0.331 -0.565 -1.220
H -0.963 1.731 -1.389
H -1.187 0.282 -2.422
H -3.404 1.874 -1.548
H 1.754 0.910 1.867
H 0.555 -1.818 1.704
H 2.238 -1.348 2.044
H 2.552 -1.599 -0.191


# 2
Entry from the Open Molecules 2025 dataset: one molecule with the formula C4H9NO2S (ωB97M-V/def2-TZVPD).

Output
Total energy: -761.19423 Ha
Relative energy (zero: lowest compared OMol25 entry of this formula, charge and spin): 1.883 eV

Element x y z (Å)
O -1.743 1.219 -0.361
C -0.974 0.406 0.114
C 0.256 -0.158 -0.556
C 0.517 0.760 -1.852
S 1.364 -0.236 -3.095
N -1.285 -0.175 1.422
C -0.319 -0.967 2.138
O 0.685 -0.098 2.521
H -0.014 -1.182 -0.607
H 1.179 -0.164 0.019
H -0.483 1.125 -2.253
H 1.012 1.776 -1.399
H 1.607 0.518 -4.131
H -2.200 -0.034 1.773
H 0.083 -1.812 1.441
H -0.659 -1.400 3.073
H 0.974 0.421 1.754


# 3
Entry from the Open Molecules 2025 dataset: one molecule with the formula C4H9NO3 (ωB97M-V/def2-TZVPD).

Output
Total energy: -438.11277 Ha
Relative energy (zero: lowest compared OMol25 entry of this formula, charge and spin): 5.886 eV

Element x y z (Å)
N 1.879 -0.486 -0.455
C 0.961 -0.654 0.460
C 0.490 0.620 0.935
O 0.868 1.821 0.069
C -0.385 -0.122 -0.028
O -0.439 0.360 -1.217
C -1.781 -0.551 0.173
O -2.492 0.627 0.123
H 2.958 -0.477 0.042
H 1.658 -1.232 -1.199
H 0.664 -1.455 1.089
H 0.447 0.818 2.082
H 1.635 1.451 -0.336
H 0.198 1.108 -1.320
H -2.061 -1.392 -0.683
H -2.017 -1.137 1.093
H -2.583 0.702 -0.828


# 4
Entry from the Open Molecules 2025 dataset: one molecule with the formula C4H9NO3 (ωB97M-V/def2-TZVPD).

Output
Total energy: -438.30461 Ha
Relative energy (zero: lowest compared OMol25 entry of this formula, charge and spin): 0.665 eV

Element x y z (Å)
C -0.227 1.644 0.003
C -0.800 0.385 -0.627
O -0.817 0.500 -2.042
C -0.005 -0.867 -0.183
N 1.228 -0.952 -0.907
C 0.145 -0.936 1.314
O 1.178 -1.137 1.900
O -0.998 -0.709 1.961
H 0.868 1.610 0.050
H -0.593 1.795 1.023
H -0.494 2.520 -0.585
H -1.854 0.214 -0.420
H 0.080 0.529 -2.389
H -0.558 -1.756 -0.515
H 1.714 -1.826 -0.747
H 1.923 -0.233 -0.751
H -0.789 -0.782 2.912


# 5
Entry from the Open Molecules 2025 dataset: one molecule with the formula C4H9NO3 (ωB97M-V/def2-TZVPD).

Output
Total energy: -438.25207 Ha
Relative energy (zero: lowest compared OMol25 entry of this formula, charge and spin): 2.095 eV

Element x y z (Å)
H -1.274 -1.419 -1.818
N -0.498 -1.021 -1.289
C -0.847 -0.402 -0.250
C -2.241 -0.382 0.305
C 0.173 0.263 0.657
O -0.293 1.409 1.242
O 0.619 -0.655 1.568
O 1.322 0.952 -0.100
C 2.145 0.247 -1.009
H -2.547 0.655 0.441
H -2.941 -0.882 -0.363
H -2.257 -0.863 1.282
H 0.386 2.060 0.837
H 1.175 -0.197 2.214
H 1.647 0.180 -1.980
H 3.074 0.811 -1.109
H 2.355 -0.757 -0.628


# 6
Entry from the Open Molecules 2025 dataset: one molecule with the formula C4H9NO3 (ωB97M-V/def2-TZVPD).

Output
Total energy: -438.28728 Ha
Relative energy (zero: lowest compared OMol25 entry of this formula, charge and spin): 1.137 eV

Element x y z (Å)
C 1.830 -0.553 -0.308
C 0.593 -0.339 0.527
O 0.749 0.602 1.584
C -0.500 0.114 -0.452
N -0.265 1.459 -0.896
C -1.844 0.015 0.230
O -2.307 1.004 0.745
O -2.534 -1.134 0.207
H 2.013 0.329 -0.904
H 2.711 -0.690 0.294
H 1.655 -1.358 -1.080
H 0.285 -1.307 0.987
H 1.434 0.296 2.229
H -0.444 -0.580 -1.335
H -0.047 2.014 -0.057
H -1.098 1.878 -1.308
H -2.230 -1.750 -0.464


# 7
Entry from the Open Molecules 2025 dataset: one molecule with the formula C4H9NO3 (ωB97M-V/def2-TZVPD).

Output
Total energy: -438.13312 Ha
Relative energy (zero: lowest compared OMol25 entry of this formula, charge and spin): 5.332 eV

Element x y z (Å)
C 0.885 1.740 -1.809
O -0.186 1.398 -1.007
C -0.099 0.146 -0.473
C -1.079 -0.130 0.486
C -0.632 -0.244 2.020
O 0.377 -1.305 2.146
N 0.694 -0.762 -0.939
O 0.229 -2.010 -0.541
H 0.636 2.838 -2.300
H 0.984 0.945 -2.681
H 1.863 1.883 -1.178
H -1.432 -1.166 0.329
H -1.833 0.659 0.397
H -0.189 0.744 2.556
H -1.521 -0.473 2.845
H 0.349 -1.716 1.118
H 0.954 -2.547 -0.968


# 8
Entry from the Open Molecules 2025 dataset: C4H9NO3 as an isolated structure (ωB97M-V/def2-TZVPD).

Output
Total energy: -438.10502 Ha
Relative energy (zero: lowest compared OMol25 entry of this formula, charge and spin): 6.097 eV

Element x y z (Å)
C -0.908 0.958 0.614
C 2.279 -1.007 -0.102
N -1.628 -0.449 -0.337
C 0.472 0.694 0.270
C 0.947 -0.573 0.413
O -2.164 -1.745 -0.141
O -1.348 2.205 0.207
O 1.085 1.568 -0.595
H -2.917 -1.848 -0.741
H -2.307 2.242 0.290
H 0.484 2.312 -0.740
H -1.108 -0.412 -1.215
H -1.245 0.621 1.592
H 0.486 -1.193 1.164
H 2.592 -0.385 -0.937
H 3.041 -0.940 0.681
H 2.240 -2.049 -0.423


# 9
Entry from the Open Molecules 2025 dataset: C4H9NO3 as an isolated structure (ωB97M-V/def2-TZVPD).

Output
Total energy: -438.14938 Ha
Relative energy (zero: lowest compared OMol25 entry of this formula, charge and spin): 4.890 eV

Element x y z (Å)
C 0.498 0.321 -0.288
C 1.860 -0.493 -0.050
C 0.546 1.702 0.361
N -0.321 -0.656 0.270
C -2.145 -0.379 -0.002
O -2.911 -1.423 0.358
O 2.037 -1.564 -0.923
O -2.477 0.451 -0.805
H -3.736 -1.392 -0.148
H 1.340 -2.211 -0.736
H -1.273 -0.337 1.037
H 0.376 0.391 -1.376
H 2.645 0.235 -0.264
H 1.931 -0.788 1.005
H -0.444 2.157 0.309
H 0.831 1.629 1.413
H 1.244 2.357 -0.162


# 10
Entry from the Open Molecules 2025 dataset: one molecule with the formula C4H9NO3 (ωB97M-V/def2-TZVPD).

Output
Total energy: -438.22705 Ha
Relative energy (zero: lowest compared OMol25 entry of this formula, charge and spin): 2.776 eV

Element x y z (Å)
C 0.071 1.252 0.337
C -0.960 0.093 -0.425
C -2.213 -0.189 0.375
N -0.255 -1.108 -0.679
O 1.011 -0.849 -1.226
C 1.942 -0.601 -0.217
O 1.932 -1.205 0.826
O 3.021 -0.030 -0.771
H -0.687 1.967 0.656
H 0.647 1.764 -0.428
H 0.551 0.999 1.280
H -1.164 0.581 -1.379
H -2.792 0.727 0.499
H -1.960 -0.585 1.358
H -2.835 -0.912 -0.148
H -0.107 -1.652 0.177
H 3.798 -0.250 -0.236


# 11
Entry from the Open Molecules 2025 dataset: a 2-piece molecular cluster, C4H9NO3 overall (ωB97M-V/def2-TZVPD).

Output
Total energy: -438.24881 Ha
Relative energy (zero: lowest compared OMol25 entry of this formula, charge and spin): 2.184 eV

Element x y z (Å)
C -0.691 -1.176 1.149
C -1.526 -0.406 -0.168
N -2.316 0.601 0.270
O -1.743 -1.031 -1.179
H -0.229 -0.363 1.700
H -1.537 -1.641 1.644
H 0.009 -1.925 0.801
H -3.068 0.920 -0.321
H -2.006 1.205 1.012
C 2.578 0.077 -0.500
O 1.229 -0.186 -0.866
C 0.343 0.851 -0.734
O 0.420 1.719 0.113
H 3.030 -0.877 -0.231
H 3.103 0.496 -1.358
H 2.619 0.775 0.342
H -0.216 0.960 -1.676


# 12
Entry from the Open Molecules 2025 dataset: a 2-piece molecular cluster, C4H9NO3 overall (ωB97M-V/def2-TZVPD).

Output
Total energy: -437.80066 Ha
Relative energy (zero: lowest compared OMol25 entry of this formula, charge and spin): 4.705 eV
Expectation value of S²: 1.6399
Spin multiplicity: 2
Charge: +1

Element x y z (Å)
C 0.726 1.278 0.841
O 1.866 1.214 1.574
C 0.800 0.337 -0.433
C -0.442 0.219 -1.209
C -1.447 -0.653 -0.605
O -2.696 -0.577 -1.120
O -1.221 -1.447 0.278
N 1.336 -0.916 0.032
H 0.482 2.304 0.569
H -0.051 0.832 1.490
H 1.609 0.792 -1.026
H 3.935 1.980 2.173
H -0.564 0.474 -2.251
H -2.718 0.134 -1.760
H 0.654 -1.680 0.171
H 4.659 1.949 2.335
H 2.025 -0.811 0.785